No. 1
Here is a gas-phase ion, C27H39N4O2 (charge +1) at a distorted geometry from the Open Molecules 2025 dataset. Energies are from ωB97M-V/def2-TZVPD.

Each line ends with the Löwdin charge.
Atoms and positions in Å:
C: 3.18454 4.54950 -0.52250  -0.007
N: 2.92276 3.12837 -0.57523  -0.036
C: 3.93579 2.25133 -0.82063  -0.376
O: 5.10291 2.53884 -1.07716  0.087
C: 3.35413 0.83787 -0.71477  -0.172
C: 3.96022 0.04959 0.45356  -0.094
C: 5.43663 -0.22724 0.25520  -0.242
C: 5.83254 -1.14866 -0.71835  -0.048
C: 7.19290 -1.37506 -0.94006  -0.075
C: 8.14902 -0.66841 -0.20372  -0.078
C: 7.74569 0.24040 0.77898  -0.069
C: 6.38944 0.46038 1.01337  -0.043
N: 1.91380 1.09307 -0.55570  0.001
C: 1.04257 0.03032 -0.47598  -0.060
C: -0.27319 0.11425 -0.14486  -0.058
C: -1.29145 -0.99008 -0.30192  -0.256
C: -2.75855 -0.52466 -0.36893  -0.177
C: -3.75831 -1.32562 -0.93893  -0.046
C: -5.10644 -0.98062 -0.85806  0.021
C: -5.48356 0.23369 -0.22234  -0.244
N: -6.84001 0.55873 -0.09329  -0.245
C: -7.45140 0.88821 1.18468  -0.072
C: -7.58108 1.06084 -1.23498  -0.069
C: -4.47348 1.08479 0.25910  0.009
C: -3.14068 0.69753 0.18039  -0.033
C: 1.60180 2.52380 -0.35762  -0.465
C: 1.13502 2.86101 1.06129  0.003
C: 0.62306 3.08526 -1.39556  0.008
H: 4.27051 4.70962 -0.55470  0.102
H: 2.71949 5.07281 -1.37065  0.098
H: 2.78677 4.97657 0.40621  0.091
H: 3.54176 0.30756 -1.67179  0.168
H: 3.78631 0.65253 1.36374  0.128
H: 3.41363 -0.90475 0.54531  0.111
H: 5.06629 -1.68375 -1.28875  0.113
H: 7.49265 -2.09527 -1.69822  0.104
H: 9.20870 -0.82747 -0.39176  0.105
H: 8.47694 0.79976 1.35970  0.107
H: 6.04757 1.16599 1.77539  0.117
H: 1.51760 -0.93113 -0.73573  0.141
H: -0.63506 1.02785 0.30601  0.052
H: -1.08081 -1.60392 -1.18623  0.165
H: -3.49923 -2.24746 -1.45810  0.112
H: -5.89578 -1.65401 -1.21377  0.129
H: -6.92618 0.36809 1.99422  0.091
H: -7.44237 1.97334 1.37290  0.084
H: -8.49283 0.53965 1.14285  0.089
H: -7.08943 0.73761 -2.15769  0.090
H: -8.60388 0.67056 -1.20093  0.086
H: -7.64335 2.16056 -1.22625  0.089
H: -4.75668 2.05887 0.69320  0.131
H: -2.41206 1.40815 0.57309  0.102
H: 1.90699 2.58243 1.79167  0.100
H: 0.94227 3.94042 1.12987  0.089
H: 0.21313 2.33613 1.31007  0.063
H: 1.10089 3.09695 -2.38266  0.103
H: -0.28736 2.48338 -1.43430  0.075
H: 0.35633 4.11663 -1.13384  0.092
C: -1.92023 -5.70738 0.96994  -0.033
C: -1.12307 -4.41453 1.01336  -0.412
O: -0.13213 -4.43157 -0.04303  -0.034
C: -1.98061 -3.18682 0.76864  -0.068
N: -1.16182 -1.90404 0.81169  0.087
H: -2.76054 -5.69336 1.67841  0.093
H: -2.33049 -5.90690 -0.03402  0.100
H: -1.29397 -6.57017 1.23743  0.095
H: -0.64094 -4.29734 1.99832  0.153
H: 0.76299 -4.37158 0.34756  0.111
H: -2.45038 -3.25775 -0.21384  0.113
H: -2.74834 -3.05689 1.53987  0.152
H: -1.49500 -1.36901 1.61520  0.186
H: -0.17298 -2.11779 0.98567  0.170

Output
LUMO energy   -2.73 eV
Orbital gap   7.81 eV
Strongest force on any atom   2.65 eV Å⁻¹
Calculated total energy   -38680.7748 eV
ΔE to the lowest compared entry with this formula, charge and spin   65.8 kcal per mole
Total charge   +1
SMILES   C[C@@H](O)C[NH2+][C@H](/C=C/N1[C@H](Cc2ccccc2)C(=O)N(C)C1(C)C)c1ccc(N(C)C)cc1

=====

No. 2
Here is 9 unconnected molecules or ions with the total composition C27H39N9O9 at a distorted geometry from the Open Molecules 2025 dataset. Energies are from ωB97M-V/def2-TZVPD.

Each line ends with the Löwdin charge.
Atoms and positions in Å:
C: -16.87817 -17.41683 2.44275  -0.604
O: -17.71187 -17.29081 3.34484  -0.024
N: -15.58820 -17.07853 2.55946  0.192
N: -17.28163 -17.72051 1.14063  0.153
H: -15.00056 -17.27988 1.76901  0.107
H: -15.15205 -16.58616 3.31813  0.096
H: -16.61720 -18.25229 0.60766  0.093
H: -18.26755 -17.76134 0.97202  0.101
C: -15.30484 -15.23493 6.58004  -0.677
O: -14.46544 -14.34951 6.70435  0.013
N: -15.10150 -16.39334 5.88665  0.173
N: -16.49317 -15.15386 7.25382  0.160
H: -15.84745 -17.05142 5.76691  0.056
H: -14.18213 -16.44895 5.48886  0.108
H: -16.75239 -14.25894 7.61771  0.097
H: -17.12837 -15.93049 7.22572  0.080
C: -17.59617 -19.30868 6.50702  -0.623
O: -16.35351 -19.42581 6.36127  -0.026
N: -18.29064 -18.33611 5.89893  0.178
N: -18.38523 -20.07144 7.27270  0.181
H: -17.87052 -17.78156 5.16643  0.055
H: -19.27885 -18.45959 6.07784  0.038
H: -18.02686 -20.60637 8.04634  0.093
H: -19.37104 -19.82319 7.25506  0.042
C: -17.14166 -24.41467 9.23352  -0.042
C: -16.51031 -23.82199 10.30783  -0.012
C: -15.72053 -22.70781 10.03963  -0.324
C: -15.62611 -22.16794 8.77186  -0.012
C: -16.14731 -22.85478 7.68015  -0.011
C: -16.90719 -23.99732 7.91781  -0.347
O: -17.40145 -24.71980 6.87611  0.031
O: -14.98889 -22.16860 11.07022  0.034
H: -17.82214 -25.25183 9.34597  0.115
H: -16.66009 -24.24755 11.28900  0.119
H: -15.07526 -21.26202 8.55541  0.100
H: -15.86347 -22.65795 6.65514  0.115
H: -18.06003 -25.37868 7.10182  0.100
H: -14.84558 -21.22060 11.03466  0.104
C: -11.70407 -19.88080 7.61631  -0.015
C: -10.70821 -20.69072 7.14191  -0.023
C: -10.95830 -21.63356 6.14241  -0.325
C: -12.26094 -21.79485 5.67944  -0.031
C: -13.24259 -20.91841 6.09160  -0.029
C: -13.01387 -20.05924 7.17168  -0.343
O: -13.99313 -19.24432 7.63101  0.004
O: -9.93749 -22.39927 5.62419  0.032
H: -11.56790 -19.10653 8.36123  0.120
H: -9.66439 -20.62476 7.42654  0.118
H: -12.46002 -22.49442 4.87355  0.111
H: -14.25446 -20.87725 5.70258  0.103
H: -14.82805 -19.28701 7.11196  0.037
H: -10.29962 -22.88838 4.88009  0.092
C: -19.86738 -12.12261 5.96794  0.006
C: -18.75251 -12.83236 5.51803  -0.021
C: -18.84669 -14.02345 4.83751  -0.330
C: -20.11558 -14.53849 4.56210  -0.009
C: -21.24076 -13.90651 5.10292  -0.057
C: -21.11843 -12.69394 5.73355  -0.333
O: -22.25184 -11.99096 6.07280  0.035
O: -17.70297 -14.58913 4.34126  0.030
H: -19.66635 -11.28103 6.61264  0.118
H: -17.80301 -12.36283 5.74538  0.122
H: -20.20283 -15.52515 4.12111  0.113
H: -22.21407 -14.32740 4.87807  0.112
H: -23.04836 -12.40952 5.74070  0.094
H: -17.91902 -15.49128 4.06661  0.045
C: -20.13905 -22.69622 6.10358  -0.054
C: -20.02722 -22.71228 7.57236  -0.264
N: -19.95568 -22.74860 8.71746  0.179
H: -20.16722 -23.72947 5.77164  0.080
H: -19.38039 -22.05799 5.65834  0.072
H: -21.07734 -22.20320 5.84119  0.082
C: -22.29915 -16.50448 7.85556  -0.022
C: -21.60660 -17.70904 7.39468  -0.209
N: -21.04350 -18.63348 7.01806  0.150
H: -22.16407 -15.85142 6.98594  0.067
H: -21.84428 -16.14812 8.77084  0.096
H: -23.36456 -16.72781 7.82407  0.094
C: -19.16189 -21.01146 11.45905  -0.085
C: -20.57380 -20.76982 11.33151  -0.319
N: -21.70853 -20.61753 11.26407  0.121
H: -18.61916 -20.09933 11.69879  0.084
H: -18.82617 -21.42195 10.50472  0.034
H: -19.00365 -21.77047 12.22467  0.089

Output
LUMO energy   0.12 eV
Orbital gap   7.58 eV
Strongest force on any atom   2.28 eV Å⁻¹
Calculated total energy   -60471.7239 eV
Total charge   0
SMILES   Oc1ccc(O)cc1.Oc1ccc(O)cc1.Oc1ccc(O)cc1.NC(N)=O.NC(N)=O.NC(N)=O.CC#N.CC#N.CC#N